Molecular formula: C16H13BrF2N2O6
Method: DFT, the ωB97M-V functional and the def2-TZVPD basis

Each line ends with the Löwdin charge.
Geometry (Å):
O 0.34 -0.26 -3.86  0.09
C 0.03 -0.80 -2.83  -0.42
N 0.47 -0.47 -1.59  0.17
C 1.30 0.58 -1.20  -0.15
C 1.70 1.60 -2.05  -0.02
C 2.50 2.62 -1.58  -0.09
C 2.92 2.63 -0.26  -0.07
C 2.53 1.62 0.60  -0.01
C 1.72 0.60 0.14  -0.15
O 1.23 -0.46 0.93  0.05
C 1.80 -0.76 2.11  -0.46
F 1.70 0.24 3.02  0.08
F 3.13 -1.00 2.00  0.10
H 1.29 -1.65 2.52  0.17
H 2.87 1.64 1.63  0.12
H 3.55 3.42 0.11  0.11
H 2.80 3.42 -2.25  0.11
H 1.37 1.58 -3.08  0.11
H 0.17 -1.05 -0.82  0.14
C -0.94 -1.99 -2.80  -0.04
H -1.61 -1.91 -3.66  0.15
H -0.39 -2.93 -2.87  0.14
O -1.70 -1.94 -1.60  -0.01
C -1.96 -3.08 -0.94  -0.46
O -1.67 -4.17 -1.32  0.14
C -2.66 -2.76 0.38  -0.05
N -2.55 -1.36 0.72  0.09
C -1.70 -0.94 1.69  -0.43
O -1.18 -1.68 2.50  0.08
C -1.45 0.52 1.66  -0.19
C -0.96 1.36 2.63  0.01
C -0.78 2.62 2.01  -0.06
C -1.16 2.44 0.71  -0.76
O -1.58 1.18 0.49  0.00
Br -1.17 3.61 -0.73  0.85
H -0.41 3.52 2.45  0.11
H -0.76 1.10 3.65  0.13
H -2.87 -0.69 0.03  0.15
H -3.72 -3.05 0.28  0.14
H -2.21 -3.34 1.18  0.14

- SMILES = O=C(COC(=O)CNC(=O)c1ccc(Br)o1)Nc1ccccc1OC(F)F
- frontier orbital gap (eV) = 9.18
- energy (eV) = -107546.3989
- E_HOMO (Ha) = -0.3207

---

Molecular formula: C25H48N8O5
Method: DFT, the ωB97M-V functional and the def2-TZVPD basis

Each line ends with the Löwdin charge.
Geometry (Å):
C 1.74 -23.15 -10.40  -0.34
O 2.85 -23.47 -9.93  -0.04
N 0.65 -23.77 -9.96  -0.20
C -0.65 -23.53 -10.60  -0.05
C 0.62 -24.74 -8.88  -0.02
H 1.57 -22.40 -11.18  0.14
H -1.13 -24.44 -10.98  0.09
H -0.62 -22.97 -11.53  0.08
H -1.23 -23.02 -9.83  0.09
H 0.69 -25.69 -9.40  0.09
H 1.43 -24.61 -8.16  0.09
H -0.29 -24.54 -8.32  0.09
C 6.87 -22.20 -13.15  -0.37
O 7.62 -21.95 -14.07  -0.06
N 5.86 -23.02 -13.27  -0.12
C 4.83 -23.22 -12.22  -0.05
C 5.64 -23.84 -14.53  -0.01
H 6.96 -21.87 -12.10  0.11
H 3.84 -22.87 -12.51  0.08
H 4.98 -22.72 -11.26  0.05
H 4.72 -24.29 -12.02  0.08
H 5.46 -24.88 -14.26  0.04
H 4.76 -23.56 -15.11  0.08
H 6.55 -23.83 -15.13  0.08
C 9.27 -18.66 -13.49  -0.14
O 10.02 -18.16 -12.63  0.18
N 8.65 -17.93 -14.53  -0.01
C 7.82 -18.61 -15.51  0.01
C 8.83 -16.50 -14.84  0.03
H 8.94 -19.71 -13.55  0.14
H 7.28 -19.51 -15.23  0.09
H 8.55 -18.84 -16.30  0.14
H 7.06 -17.92 -15.87  0.12
H 9.17 -16.00 -13.94  0.11
H 9.49 -16.28 -15.67  0.13
H 7.87 -16.00 -15.00  0.12
C 12.23 -21.95 -12.24  -0.01
C 12.14 -22.36 -13.73  -0.46
O 12.87 -23.23 -14.08  0.09
C 11.04 -21.69 -14.65  -0.01
H 11.63 -21.05 -12.06  0.06
H 13.27 -21.71 -12.03  0.09
H 11.84 -22.78 -11.65  0.09
H 11.10 -20.60 -14.55  0.05
H 10.08 -22.02 -14.26  0.06
H 11.19 -21.95 -15.70  0.05
C 0.20 -27.09 -14.43  -0.04
C 0.65 -26.00 -13.52  -0.46
O -0.04 -24.96 -13.45  0.01
C 1.73 -26.36 -12.48  0.00
H -0.43 -26.65 -15.21  0.08
H -0.53 -27.73 -13.94  0.10
H 1.02 -27.69 -14.82  0.07
H 2.65 -25.97 -12.90  0.05
H 1.76 -27.44 -12.36  0.09
H 1.45 -25.69 -11.67  0.06
C 9.19 -23.08 -17.60  -0.09
C 8.92 -24.43 -17.62  -0.33
N 8.68 -25.59 -17.68  0.15
H 10.22 -22.83 -17.33  0.08
H 8.53 -22.85 -16.77  0.06
H 8.90 -22.81 -18.61  0.11
C 3.49 -19.77 -9.99  -0.06
C 4.86 -20.22 -10.14  -0.25
N 5.96 -20.56 -10.36  0.14
H 2.95 -19.64 -10.92  0.08
H 3.67 -18.77 -9.60  0.09
H 2.81 -20.47 -9.51  0.08
C 6.75 -26.94 -12.45  -0.06
C 7.39 -25.94 -11.57  -0.28
N 7.91 -25.17 -10.87  0.12
H 6.83 -26.50 -13.44  0.07
H 5.76 -27.24 -12.09  0.08
H 7.42 -27.79 -12.34  0.09
C 2.50 -25.58 -17.34  -0.04
C 3.26 -26.18 -16.15  -0.20
N 3.76 -26.71 -15.19  0.13
H 2.64 -24.51 -17.48  0.07
H 1.46 -25.89 -17.29  0.07
H 3.04 -26.02 -18.18  0.08
C 6.30 -21.31 -17.13  -0.09
C 5.76 -22.25 -18.15  -0.23
N 5.32 -22.96 -19.00  0.14
H 5.74 -21.43 -16.20  0.07
H 6.04 -20.31 -17.47  0.07
H 7.38 -21.22 -17.00  0.05

- ⟨S²⟩ = 0.781
- frontier orbital gap (alpha / beta) (eV) = 7.48 / 2.72
- energy (eV) = -48848.6214
- net charge = +1
- multiplicity = 2
- E_HOMO (alpha / beta) (Ha) = -0.4110 / -0.4110

---

Molecular formula: CCl4OS
Method: DFT, the ωB97M-V functional and the def2-TZVPD basis

Each line ends with the Löwdin charge.
Geometry (Å):
C -1.96 -0.11 -0.14  -1.36
O -2.08 -0.08 -1.29  0.02
S 2.22 -0.04 -0.85  -0.09
Cl 1.93 1.62 0.13  0.06
Cl -1.85 1.17 1.02  0.64
Cl -1.70 -1.58 0.67  0.68
Cl 3.45 -0.97 0.46  0.05

- SMILES = O=C(Cl)Cl.ClSCl
- frontier orbital gap (eV) = 9.13
- energy (eV) = -64008.9387
- E_HOMO (Ha) = -0.3438
- energy above the lowest of the compared OMol25 structures with the same formula, charge and spin (kcal/mol) = 1.4

---

Molecular formula: C2H18O7
Method: DFT, the ωB97M-V functional and the def2-TZVPD basis

Each line ends with the Löwdin charge.
Geometry (Å):
O -0.04 -0.09 2.94  0.25
H -0.72 -0.06 2.26  0.07
H 0.29 0.79 3.13  0.14
H 0.64 -0.70 2.63  0.10
O 0.19 -0.13 -0.87  0.18
H 0.06 0.76 -1.20  0.05
H -0.49 -0.31 -0.22  0.04
H 1.07 -0.19 -0.49  0.06
C 2.90 -1.38 0.67  -0.41
O 2.07 -0.40 1.18  -0.44
H 2.91 -2.31 1.23  0.04
H 2.64 -1.73 -0.33  0.04
H 3.92 -1.01 0.63  0.04
C -2.82 0.64 0.80  -0.34
O -1.84 -0.38 0.82  -0.41
H -3.64 0.44 0.11  0.04
H -3.37 0.83 1.72  0.04
H -2.49 1.62 0.45  0.04
O -2.87 -2.86 -0.92  -0.07
H -2.49 -2.09 -0.49  -0.01
H -3.81 -2.72 -0.87  0.02
O 2.22 0.87 -2.77  -0.18
H 2.98 1.22 -2.33  -0.01
H 2.52 0.69 -3.67  0.00
O -0.02 2.56 -1.20  -0.23
H 0.83 2.95 -1.43  -0.03
H -0.64 2.99 -1.79  -0.01

- ⟨S²⟩ = 0.750
- frontier orbital gap (alpha / beta) (eV) = 2.42 / 7.64
- energy (eV) = -16694.0634
- net charge = -1
- multiplicity = 2
- E_HOMO (alpha / beta) (Ha) = 0.0120 / -0.1767
- energy above the lowest of the compared OMol25 structures with the same formula, charge and spin (kcal/mol) = 98.0

---

Molecular formula: C5H10O
Method: DFT, the ωB97M-V functional and the def2-TZVPD basis

Each line ends with the Löwdin charge.
Geometry (Å):
O -2.14 0.26 0.19  0.00
C -0.80 0.10 0.07  -0.38
C -0.22 -1.28 -0.13  -0.13
C 1.31 -1.05 0.05  -0.17
C 1.44 0.40 0.56  -0.20
C 0.16 1.03 0.10  -0.08
H -2.57 -0.61 0.21  0.11
H -1.93 1.87 -1.21  0.08
H -0.64 -2.03 0.55  0.11
H -0.44 -1.60 -1.16  0.12
H 1.82 -1.13 -0.91  0.11
H 1.75 -1.79 0.72  0.10
H 1.43 0.41 1.66  0.11
H 2.37 0.91 0.26  0.10
H -1.61 2.43 -0.87  0.06
H 0.08 2.09 -0.08  0.07

- SMILES = OC1=CCCC1.[H][H]
- frontier orbital gap (eV) = 9.09
- energy (eV) = -7392.5403
- E_HOMO (Ha) = -0.3006
- energy above the lowest of the compared OMol25 structures with the same formula, charge and spin (kcal/mol) = 51.3